Entry 1:
52
Properties=species:S:1:pos:R:3:forces:R:3 method="wB97M-V/def2-TZVPD" e_lumo_ev="-3.470 / -3.501" orbital_gap_ev="8.182 / 9.089" total_charge=+1 total_energy_ev=-85866.7458 multiplicity=2 homo_ev="-11.65 / -12.59"
H -0.09201 -2.40865 0.61026 -0.0884 0.1151 0.0189
H -3.43558 -4.06340 -0.97048 -0.0648 0.0003 0.0530
C -3.09417 -0.86051 0.17525 0.1505 0.0345 0.0797
C 0.31495 1.90411 0.65509 0.3529 -0.1609 -0.1084
C -2.30022 0.28385 3.70718 0.0052 -0.0139 0.0482
O 4.60433 -1.94766 -0.46249 -0.3817 -0.2094 -0.3626
H -2.14496 -4.78366 -1.96681 -0.0023 0.0019 -0.0319
N 1.80634 0.16932 -0.11612 0.1526 0.2149 0.7382
H -0.25695 -1.24761 2.77678 0.0198 -0.0199 0.0280
C -1.97134 -1.62398 -0.10650 -0.1077 0.0875 0.0441
H -1.84970 -0.32798 4.48602 0.0136 -0.0212 0.0381
C 2.66851 1.41843 1.50224 -0.0056 -0.1600 -0.2659
H -3.34110 0.46117 3.96617 -0.0473 0.0077 0.0169
C -0.93917 -1.75433 0.81568 0.0847 -0.2645 0.1861
H 0.19112 2.33769 2.76744 0.0779 -0.0437 -0.0624
C -3.18636 -0.24587 1.41606 -0.0256 -0.0280 -0.1033
H -4.06332 0.34313 1.64803 -0.0350 0.0187 0.0206
C -2.15658 3.13008 0.46001 0.1157 -0.0459 0.0515
H 0.63133 1.80042 -5.57833 -0.0362 -0.0321 -0.0197
O 2.50343 -2.08722 -1.26083 0.7497 0.2028 0.3936
C -2.36341 -4.10142 -1.14788 0.1410 -0.0598 -0.0527
C 3.62296 0.44047 1.19644 -0.4360 0.2940 0.0381
S -1.85270 -2.47143 -1.65800 0.2383 -0.0561 -0.0714
C 4.94088 0.27817 1.88438 0.4581 -0.1412 -0.0743
C 1.21859 0.02310 -3.32110 -0.3371 -0.0224 -0.6368
C -2.17822 -0.37507 2.36712 0.0549 -0.0412 -0.0284
O -0.32167 -2.62519 -1.84499 -0.4381 0.2298 0.2543
H -3.88412 -0.74633 -0.55382 -0.0521 0.0081 -0.0590
H -0.03672 0.13810 -5.49159 0.0655 0.0507 -0.0304
C -1.04763 -1.13065 2.04650 -0.0778 0.0828 -0.0870
H 5.39761 -1.07999 0.59104 0.0348 -0.2464 -0.1830
C 3.46977 -1.54092 -0.56426 -0.2229 0.0255 0.0856
H -1.79004 1.24800 3.70794 -0.0083 -0.0305 0.0219
C -0.27188 2.42108 1.79607 -0.2319 0.0076 0.0625
H -3.11575 3.62012 0.38887 -0.0662 0.0335 -0.0057
C -1.55577 2.59898 -0.67204 0.0873 -0.0475 0.0818
C 3.01869 -0.29987 0.18148 0.2466 -0.1657 -0.0276
Cl 2.78210 2.72114 2.56867 0.0640 -0.1124 -0.0697
H -1.96634 3.44830 2.57408 -0.0518 0.0494 0.0169
O 5.19727 0.93032 2.85734 -0.0536 0.0439 0.0484
H 1.46240 0.46459 -6.42226 -0.0442 0.0400 0.0154
N 1.58040 1.22240 0.71100 0.1699 -0.2270 -0.1053
C -0.31218 1.99049 -0.57692 -0.1391 0.1502 -0.2763
O 1.72502 0.49677 -4.41032 0.2076 0.0792 0.3529
Ti 0.94678 -1.04335 -1.61703 -0.5767 -0.2548 -0.7656
H 0.17369 1.65299 -1.48693 0.0319 0.0025 0.1751
C -1.50899 3.03936 1.68453 0.0274 0.0532 -0.0887
H -1.81831 -4.37802 -0.24810 -0.0089 -0.0334 -0.0070
H -2.03214 2.67316 -1.63917 -0.0457 0.0151 -0.0203
C 0.86667 0.73912 -5.55718 -0.0269 0.0063 -0.0536
O -0.01826 -0.25377 -3.22389 0.0708 0.0106 0.1268
O 5.78276 -0.59798 1.35538 -0.0090 0.5718 0.6004



Entry 2:
48
Properties=species:S:1:pos:R:3:forces:R:3 method="wB97M-V/def2-TZVPD" e_lumo_ev=0.350 orbital_gap_ev=8.746 total_energy_ev=-44465.8630 smiles="O=C(CSc1nnc(-c2cccnc2)n1Cc1ccccc1)NCc1ccco1" homo_ev=-8.40
N 3.67724 1.97704 -1.73432 0.2889 -0.0033 -0.4896
C 3.36726 2.92291 0.43145 -0.0356 -0.0306 -0.0503
C 5.37868 -0.83241 1.12008 0.0940 0.0156 -0.0125
C 1.73810 -1.84142 -0.90370 0.3828 -0.2963 -0.2147
H -7.39174 3.02232 0.61736 -0.1738 -0.0237 -0.0212
C -4.85003 -0.28588 -1.03073 -0.2991 -0.0776 -0.1923
H -3.01632 -0.50291 0.01864 -0.1346 -0.2347 0.0422
N -3.82717 -1.02216 -0.32349 -0.0769 0.4661 -0.0405
H -4.87459 3.80488 1.30993 -0.0187 0.2081 0.1211
H 1.86092 -1.75902 -1.98853 -0.0031 -0.0723 0.1249
C -5.15077 0.99704 -0.32596 0.8406 0.1109 0.1683
H 6.28557 -0.86273 -0.81854 0.0855 0.0278 -0.0533
C 1.87033 1.23765 -0.35989 0.3861 0.4682 -0.1173
C -0.58267 -1.34030 -0.08973 -0.0534 0.0430 0.0407
H 1.67976 2.18587 1.55127 -0.0423 -0.0128 0.0938
N -0.42039 0.75091 0.34501 0.7371 0.9549 -0.0152
H -2.51973 -2.25410 1.58140 -0.0412 -0.0523 0.0644
C 4.05636 2.79304 -0.76582 0.0175 0.1922 0.2448
H 2.32597 0.60125 -2.37594 -0.1080 -0.1672 -0.0269
C -4.32832 1.90713 0.27227 -0.3404 -0.4941 -0.3233
H 4.94570 3.37436 -0.96870 0.0659 0.1019 0.0755
C -6.44040 2.55952 0.44642 0.3835 0.6921 0.4115
H -2.92253 -3.90401 1.00287 -0.0235 0.1159 -0.0225
H 6.28881 -0.55631 1.63067 0.0851 0.0264 0.0395
H -4.51516 -0.08150 -2.05861 -0.1593 -0.0627 0.1245
H -3.26079 1.86325 0.34940 0.2792 -0.0844 -0.0143
H 1.42270 -2.86683 -0.67691 0.0694 0.1425 -0.0762
C 5.37717 -1.00354 -0.25316 0.0988 -0.0054 0.0084
H 4.21079 -1.46630 -1.98255 -0.0226 0.0387 -0.1461
H 2.13208 -1.50889 1.74933 -0.1150 0.0157 0.0591
C 3.03011 -1.51730 -0.19695 0.1702 -0.2016 0.0561
O -4.79434 -3.06624 -0.47656 -0.2983 -0.3658 -0.1041
C 3.04245 -1.36507 1.18421 0.0180 -0.1102 -0.0532
C 2.25257 2.13133 0.63818 0.0119 -0.1112 -0.2154
C 4.20759 -1.34297 -0.90973 -0.1459 -0.1762 0.0882
N 0.67570 -0.97059 -0.46081 -0.7303 0.3266 0.2579
H -5.74852 -0.90733 -1.07964 0.1194 0.1021 -0.0531
C 2.61258 1.22609 -1.54048 -0.3708 0.0442 0.2822
O -6.43645 1.39138 -0.21926 -0.2201 -0.3808 -0.2643
N -1.23930 -0.30924 0.38378 -0.1966 -0.8467 0.0601
H 4.20671 -0.89528 2.91131 0.0035 0.0087 0.0953
C -2.71507 -2.87554 0.70894 0.1441 0.0315 -0.1341
H 3.69770 3.62195 1.18342 0.0517 0.0595 0.0580
S -1.16880 -2.96640 -0.24913 -0.1097 -0.3456 -0.0864
C -3.89774 -2.34115 -0.10285 0.3846 0.1018 0.2158
C 0.72215 0.37097 -0.16016 -0.3590 -0.0999 -0.0056
C -5.17426 2.92595 0.77738 -0.5748 -0.0140 -0.0700
C 4.21009 -1.01939 1.83880 -0.0645 -0.0250 0.0702



Entry 3:
49
Properties=species:S:1:pos:R:3:forces:R:3 method="wB97M-V/def2-TZVPD" e_lumo_ev=0.401 orbital_gap_ev=8.138 total_energy_ev=-64087.5881 smiles="Cc1ccc(CSc2nnc(SCC(=O)N/N=C/c3c[nH]c4ccccc34)s2)cc1" homo_ev=-7.74
C -5.81915 -1.24292 3.39982 0.3749 1.1551 -0.8174
H -4.96648 0.29525 2.18847 -0.0597 -0.0013 -0.2277
C -2.17278 -3.44271 2.61888 -1.3948 0.0292 -0.0784
C 3.68503 0.35028 -5.44520 0.0011 0.4345 -1.7889
C 2.65887 1.44178 -2.02351 -0.7545 -0.4308 0.1805
N 1.72824 1.45932 0.15423 -0.5702 0.6676 0.7864
C 2.48985 2.34161 0.91623 1.3093 0.3713 -2.5763
C 4.56745 1.84620 -7.12448 -0.3185 -0.4453 0.6778
H -7.16116 0.46268 3.07120 0.0634 -0.6989 0.1647
S -1.12164 -3.17669 4.06973 1.2842 0.7054 -0.2953
H -7.05797 -0.12630 4.72261 -0.2995 -0.1588 0.0093
H 3.05780 -1.68610 -5.38105 0.2444 0.8061 0.3465
H 4.92021 3.86796 -6.43164 -0.1858 -0.1823 0.0389
C 3.58527 1.38304 -4.52765 -0.3149 -0.3772 1.4623
H -4.31387 -4.15208 4.20838 0.2401 0.1329 -0.2174
C 2.80498 -0.55392 -3.59319 -0.3150 0.8921 -0.1634
S 1.00182 -0.93994 4.64799 -0.3313 -0.4071 -0.4111
H -2.37399 -4.53268 2.52322 0.2867 0.6597 0.3678
N -0.30243 -1.07266 2.44538 -0.0742 -0.9620 0.8541
C 1.26884 0.21961 3.37584 -0.3864 -0.1299 -0.1367
H 4.93745 2.02682 -8.12524 -0.0118 -0.0101 0.0383
H -1.71063 -3.12468 1.69692 0.4930 0.1442 -0.0518
C 2.97647 0.77866 -3.31779 0.2560 0.3711 0.3527
H 3.91451 3.44420 -4.16859 0.3725 0.2051 -0.0126
C -3.67853 -1.44596 2.20053 -0.6872 1.1366 0.2488
H -7.92791 -1.11796 3.49573 -0.1746 0.2993 0.1635
H 2.36717 -1.26099 -2.89286 0.2298 -0.1462 -0.5629
H 2.34299 3.73287 2.50457 0.4713 -0.1575 0.4279
C -4.43877 -3.19181 3.71098 -0.3762 0.4724 -0.2577
C -0.16427 -1.72829 3.57161 -0.3277 0.5342 -0.2811
C -5.61086 -2.48516 3.95274 -0.7974 -1.1370 0.9675
C -3.48054 -2.66695 2.82506 0.5961 -0.9890 0.0035
H 4.20053 -0.26691 -7.44822 -0.1591 0.3147 0.0341
S 2.45326 1.51255 3.56826 -0.0129 0.1809 0.2007
N 0.52223 0.00222 2.33849 0.1418 0.4237 0.1432
N 1.95156 0.85907 -1.11103 0.6668 0.1196 0.3373
H 2.94874 2.46768 -1.92638 0.5142 0.4646 0.2376
H -6.43151 -2.90720 4.60695 1.1631 0.3592 -0.7253
N 3.18377 -0.78960 -4.90359 -0.4642 -1.8219 0.8276
C -4.83762 -0.71186 2.56047 0.6228 -0.6139 -0.2316
C 4.53899 2.88175 -6.17338 -0.0641 -0.1399 0.7646
C 1.97372 2.73590 2.30233 -0.8516 -1.1711 -1.0972
C -7.07716 -0.46001 3.68159 0.2996 0.3310 -0.0498
H 0.93119 1.06037 0.68349 0.8347 -0.1886 -0.8166
O 3.51440 2.86623 0.46538 -0.9625 -0.5307 0.7451
H -2.94887 -0.98779 1.48794 -0.5905 -0.6720 0.8332
C 4.11700 0.58005 -6.76371 0.5557 -0.2757 0.0146
H 0.89035 2.81399 2.23909 -0.1923 -0.1521 0.3159
C 4.06340 2.64106 -4.87657 -0.3445 0.5887 -0.7450



Entry 4:
44
Properties=species:S:1:pos:R:3:forces:R:3 method="wB97M-V/def2-TZVPD" e_lumo_ev=0.490 orbital_gap_ev=8.827 total_energy_ev=-29718.5932 smiles="O=C(O)c1ccc(CNCc2cccc(Oc3ccccc3)c2)cc1" homo_ev=-8.34
C -1.03332 1.72937 0.07004 -0.1125 -0.0250 -0.0138
C -1.80803 -2.71023 0.11041 -0.1028 -0.0515 0.0286
C 4.88426 0.02069 0.78018 0.0092 0.0449 -0.0184
C -1.95427 1.95777 1.08858 0.1000 -0.0015 -0.0248
H 4.86320 2.11467 0.33800 0.0471 0.1124 0.0267
H -1.73091 -1.19105 1.61770 -0.0527 0.0920 0.0433
C 2.49381 2.38166 -0.97852 0.0614 0.1410 -0.0545
N 1.05360 2.26510 -1.09805 -0.0605 0.2703 -0.1673
C 0.31091 -3.39642 -0.78812 0.3755 0.1609 0.0406
C -3.56634 0.57179 -0.02517 0.2885 0.1630 0.0019
C -1.16201 -1.80683 0.93717 0.0194 -0.0918 0.0227
O 2.32884 -2.43714 -0.00588 0.1332 -0.1361 0.0074
C -3.21004 1.38787 1.04693 -0.0983 -0.1227 -0.0565
C -1.06666 -3.50739 -0.74520 -0.0912 0.0249 0.0276
C 4.20511 -1.18115 0.70517 -0.2650 -0.2461 -0.0567
C -4.88526 -0.08456 -0.09615 -0.3825 -0.3905 -0.3185
O -5.70621 0.24685 0.91695 -0.1033 0.2506 0.4195
H 0.28823 3.33704 0.58548 0.0383 -0.1753 -0.0119
H -2.94139 -0.28451 -1.87605 -0.0149 -0.0692 -0.0631
C 0.95592 -2.47555 0.02921 -0.5203 -0.0892 0.0218
H -1.67739 2.58471 1.92457 0.0205 0.0823 0.0842
H 4.62158 -2.08770 1.11494 0.0283 -0.1088 0.0588
H -0.68789 0.75429 -1.79563 0.0587 -0.0405 -0.0618
H 0.90201 -4.01304 -1.44740 0.0762 -0.0522 -0.0744
H 0.92007 1.71293 0.88405 -0.0378 0.0933 -0.0056
C -2.65151 0.34937 -1.05218 -0.3475 0.0215 0.1475
H -2.88385 -2.79101 0.13159 -0.1237 -0.0085 -0.0103
H 1.46535 -0.10671 -0.96626 -0.0942 0.0106 -0.0294
H 0.71966 -0.98387 1.54900 0.0346 0.0547 0.0465
H 2.80615 3.25958 -0.38403 0.0175 -0.1332 -0.0897
H 2.90052 2.50724 -1.98784 -0.0203 0.0720 0.0922
C -1.39912 0.92548 -1.00333 0.0416 0.1150 0.0082
C 4.33084 1.17786 0.25969 -0.0357 0.0667 -0.0424
O -5.22676 -0.85577 -0.95965 0.0790 0.0357 0.0080
C 2.95841 -1.22363 0.09046 0.3046 0.4160 -0.0284
H 0.68771 2.97016 -1.72845 0.0649 -0.1031 0.0307
C 0.21393 -1.68456 0.90043 0.2601 -0.0636 0.0528
H 5.85053 0.05699 1.26089 0.0781 -0.0099 0.0449
C 3.09503 1.13642 -0.37302 0.1062 -0.0738 0.0691
H -3.91877 1.56311 1.84128 -0.0407 0.0264 0.0577
C 2.41939 -0.06987 -0.46439 0.0135 -0.2226 -0.0164
H -6.55084 -0.21794 0.81322 0.2360 -0.0436 -0.2104
H -1.56406 -4.21790 -1.38826 -0.0353 -0.0661 -0.0569
C 0.34957 2.31587 0.16764 0.0469 0.0706 0.0705